Entry 1:
Below is C51H53FN6O3SeSn as an isolated structure, with properties calculated with ωB97M-V/def2-TZVPD.

XYZ file:
```
116
Properties=species:S:1:pos:R:3
Sn -0.25357 0.00069 0.04793
O -0.00914 0.73337 2.02595
C -0.71208 1.67970 2.74809
C -0.96901 2.93957 1.84153
C -2.10340 2.77428 0.87676
C -3.22463 3.59180 0.97955
C -4.32766 3.34347 0.18444
C -4.27292 2.28558 -0.70368
C -3.09474 1.55812 -0.82230
C -3.00728 0.44029 -1.80530
C -3.10145 -0.94969 -1.08404
O -2.14191 -1.04396 -0.11060
C -4.50546 -1.13434 -0.47707
C -4.59910 -1.59150 0.83263
C -5.83081 -1.80464 1.43247
C -7.00074 -1.56560 0.72797
C -6.92180 -1.10641 -0.57803
C -5.68721 -0.89370 -1.17411
C -2.87670 -2.03484 -2.16081
C -3.53775 -2.04787 -3.38744
C -3.27042 -3.02974 -4.33040
C -2.33383 -4.01871 -4.06989
C -1.67326 -4.01757 -2.85053
C -1.94714 -3.03844 -1.90670
N -2.03089 1.81354 -0.05321
C 0.18446 2.17670 3.90396
C -0.30855 2.87801 5.00093
C 0.54771 3.33791 5.99056
C 1.91238 3.10579 5.90335
C 2.41203 2.40682 4.81572
C 1.55467 1.95070 3.82503
C -2.00173 1.08536 3.33265
C -2.06887 -0.29218 3.51706
C -3.19751 -0.89012 4.05474
C -4.28989 -0.11712 4.41534
C -4.23443 1.25665 4.24548
C -3.09671 1.85268 3.71977
H -0.02857 3.07168 1.30680
H -1.13464 3.82301 2.45781
H -3.22462 4.40982 1.68685
H -5.21785 3.95451 0.26071
H -5.12316 2.02578 -1.31861
H -2.04027 0.44813 -2.31384
H -3.79915 0.54740 -2.54329
H -3.67885 -1.76004 1.37261
H -5.87517 -2.15821 2.45545
H -7.96641 -1.73155 1.18894
H -7.82826 -0.91413 -1.13931
H -5.66861 -0.53580 -2.19598
H -4.27039 -1.29058 -3.63252
H -3.79709 -3.01803 -5.27696
H -2.12058 -4.77686 -4.81288
H -0.93882 -4.78392 -2.63189
H -1.43283 -3.02770 -0.95570
H -1.36856 3.06803 5.09929
H 0.14560 3.88177 6.83646
H 2.57972 3.46268 6.67755
H 3.47608 2.21925 4.73330
H 1.92981 1.40853 2.96769
H -1.22269 -0.88934 3.20557
H -3.22622 -1.96520 4.18718
H -5.17972 -0.57941 4.82378
H -5.08162 1.87163 4.52364
H -3.08043 2.92722 3.60795
Se 0.84746 4.45983 -1.32924
C 0.45498 2.99086 -2.08583
N 0.12788 1.96093 -2.57650
C 2.20213 -1.62348 2.41752
N 2.00069 -3.02992 2.08960
C 2.53506 -4.00725 3.01384
C 1.26561 -3.37862 1.03140
O 0.77139 -2.60483 0.21665
H 3.14057 -1.51845 2.96050
H 1.38491 -1.23629 3.03146
H 2.22828 -1.03505 1.50098
H 2.11860 -3.85546 4.01172
H 3.62106 -3.91339 3.07087
H 2.28414 -5.01247 2.67897
H 1.13857 -4.46994 0.93370
F 5.62403 2.44665 -5.51053
C 4.38661 2.10186 -5.09656
C 3.37139 3.03549 -5.18624
C 2.11288 2.68145 -4.72843
C 1.87653 1.41205 -4.20864
C 0.51654 1.06249 -3.63883
C 2.91335 0.49103 -4.15213
C 4.18447 0.83570 -4.58898
H 3.57341 4.01024 -5.60789
H 1.30842 3.40588 -4.77502
H 0.53197 0.05023 -3.22807
H -0.25709 1.10452 -4.40974
H 2.72490 -0.49606 -3.75022
H 5.01106 0.13946 -4.53444
C 5.08394 -2.77207 -2.43867
C 3.70796 -3.08095 -1.87688
N 2.97881 -1.83278 -1.74845
C 3.57122 -0.74812 -1.12236
N 2.79726 0.12439 -0.58086
C 3.37812 1.32595 -0.00660
C 4.68471 1.71818 -0.67954
C 5.60556 0.51003 -0.65858
N 4.93826 -0.64049 -1.24364
C 5.78074 -1.79269 -1.50905
H 4.97436 -2.31933 -3.42643
H 5.67747 -3.68139 -2.53590
H 3.81128 -3.59937 -0.91098
H 3.15350 -3.73355 -2.55145
H 2.02284 -1.93807 -1.43581
H 3.55485 1.17340 1.06726
H 2.63909 2.12591 -0.09524
H 5.16138 2.54905 -0.15781
H 4.49057 2.01673 -1.71158
H 5.91184 0.29482 0.37526
H 6.50824 0.70251 -1.24405
H 6.05493 -2.29945 -0.57104
H 6.70594 -1.43345 -1.96587
```

Computed properties:
**DFT total energy**: -142727.57163 eV
**HOMO level**: -7.5 eV
**Frontier orbital gap**: 7.80 eV

Entry 2:
Below is C51H53N2NaO5P2S3Te as an isolated structure, with properties calculated with ωB97M-V/def2-TZVPD.

XYZ file:
```
118
Properties=species:S:1:pos:R:3
Na -0.42529 -0.40752 0.17146
S -2.75703 2.49983 2.52498
P -1.66386 1.08918 3.35462
C -0.43591 0.52891 2.30677
P 0.82654 -0.39761 2.95423
S 2.21761 -0.73136 1.58075
C 0.58709 -2.04552 3.76563
C -0.24165 -2.12842 4.88105
C -0.46047 -3.33555 5.51481
C 0.12415 -4.49446 5.02383
C 0.93676 -4.42555 3.90394
C 1.16564 -3.21163 3.28059
C 1.72600 0.43969 4.32275
C 2.15686 1.71460 3.97236
C 2.81132 2.51690 4.88066
C 2.99391 2.07185 6.18178
C 2.56140 0.80825 6.54200
C 1.94974 -0.01762 5.61616
C -1.13639 1.80251 4.97370
C -1.25713 1.21872 6.22963
C -0.77811 1.87458 7.34977
C -0.17437 3.11557 7.23683
C -0.04449 3.70129 5.98723
C -0.51779 3.04507 4.87113
C -2.92148 -0.12562 3.95176
C -2.91387 -1.43777 3.50524
C -3.91904 -2.30718 3.89671
C -4.94508 -1.85983 4.71362
C -4.98387 -0.53167 5.11360
C -3.97845 0.33240 4.73301
H -0.68794 -1.21745 5.25600
H -1.08796 -3.38005 6.39699
H -0.05441 -5.44422 5.51652
H 1.40626 -5.32536 3.52363
H 1.83737 -3.13630 2.43929
H 1.95226 2.05053 2.96061
H 3.17425 3.48974 4.57816
H 3.48405 2.70475 6.91114
H 2.71012 0.45290 7.55562
H 1.65311 -1.01761 5.90355
H -1.75042 0.26006 6.34472
H -0.87257 1.40670 8.32316
H 0.19470 3.62371 8.12001
H 0.43340 4.66894 5.88926
H -0.44020 3.49049 3.88632
H -2.10497 -1.76577 2.85798
H -3.91183 -3.33723 3.56270
H -5.70866 -2.54888 5.05518
H -5.80489 -0.17127 5.72397
H -3.99883 1.37481 5.02901
C 1.19008 -1.87002 -3.41730
O 1.08402 -0.53488 -3.00753
C -0.20326 0.00647 -3.20462
C -0.25167 1.39560 -2.58101
O -0.41292 1.36019 -1.18354
C -1.62306 1.89338 -0.69507
C -2.81360 0.94564 -0.74717
O -2.53459 -0.19837 0.02570
C -3.69338 -0.94198 0.31246
H 1.12958 -1.96674 -4.51142
H 2.15864 -2.22615 -3.07807
H 0.40958 -2.48021 -2.96691
H -0.40859 0.07378 -4.28774
H -0.96303 -0.63053 -2.74045
H 0.70565 1.89613 -2.77755
H -1.06230 1.96062 -3.05259
H -1.44357 2.13421 0.35394
H -1.88210 2.81825 -1.23033
H -3.67849 1.47721 -0.32377
H -3.04534 0.64190 -1.77890
H -4.29944 -0.44119 1.07988
H -4.29316 -1.08932 -0.58693
H -3.37536 -1.91575 0.67656
C -3.81005 -4.17552 -8.48793
C -3.57111 -3.94104 -7.02283
C -4.16822 -4.75910 -6.07312
C -4.04354 -4.47653 -4.72230
C -3.33351 -3.36768 -4.30766
C -2.71962 -2.55471 -5.24150
C -2.82557 -2.84727 -6.59044
S -3.52797 -2.74300 -2.60640
O -4.24504 -1.51210 -2.88417
O -4.28332 -3.76003 -1.89516
N -2.12484 -2.34931 -1.99144
C -1.31346 -3.23342 -1.40046
C -1.44875 -4.63464 -1.54408
C -0.51950 -5.46420 -0.97303
C 0.55574 -4.90988 -0.28348
C 0.60645 -3.53331 -0.18384
N -0.29093 -2.70903 -0.69872
H -4.10844 -5.20501 -8.67516
H -2.92608 -3.94083 -9.07666
H -4.62008 -3.52761 -8.82472
H -4.76214 -5.60399 -6.39875
H -4.53062 -5.08609 -3.97686
H -2.20370 -1.67515 -4.88967
H -2.35081 -2.20421 -7.32233
H -2.29435 -5.02079 -2.08985
H -0.62158 -6.54082 -1.05583
H 1.31954 -5.52890 0.16684
H 1.42317 -3.04303 0.32320
C 3.53827 3.48132 -1.10431
Te 2.62225 1.93699 0.19764
C 3.68365 0.62540 -1.13979
C 4.64566 1.41804 -1.94661
C 5.59981 0.78967 -2.73931
C 6.50917 1.52290 -3.47930
C 6.48195 2.90628 -3.42217
C 5.52641 3.54012 -2.64603
C 4.59598 2.81149 -1.91372
H 3.96575 4.30313 -0.52860
H 2.79484 3.91314 -1.77511
H 2.95913 0.12490 -1.77675
H 4.18264 -0.13484 -0.54413
H 5.63198 -0.29122 -2.76724
H 7.24257 1.01796 -4.09657
H 7.20259 3.48998 -3.98368
H 5.49632 4.62328 -2.61108
```

Computed properties:
**Total charge**: -2
**DFT total energy**: -129759.79329 eV
**HOMO level**: -1.8 eV
**Frontier orbital gap**: 5.34 eV

Entry 3:
Below is C51H55N4OP2PdS as an isolated structure, with properties calculated with ωB97M-V/def2-TZVPD.

XYZ file:
```
115
Properties=species:S:1:pos:R:3
Pd 0.78463 0.97017 -0.02154
C -3.30449 -0.00573 -0.51812
N -2.22114 0.55201 0.29856
P -1.18928 1.83617 -0.25382
C -2.02427 3.29137 0.55300
C -1.36559 4.51766 0.56044
C -1.97964 5.64317 1.09034
C -3.26264 5.55869 1.62159
C -3.91918 4.33468 1.63110
C -3.29975 3.20856 1.10295
C -1.81204 2.39874 -1.93377
C -3.14292 2.61880 -2.30056
C -3.46599 3.16948 -3.53051
C -2.46061 3.55891 -4.41107
C -1.13570 3.40128 -4.03780
C -0.82220 2.82303 -2.81308
P -1.33870 -0.69067 1.19346
C -2.84769 -1.39391 2.06657
C -3.73926 -0.60176 2.79145
C -4.83759 -1.16439 3.42144
C -5.05939 -2.53841 3.34432
C -4.17875 -3.33598 2.63199
C -3.08259 -2.75972 1.99487
C -0.68150 0.08515 2.73433
C -0.82860 1.40032 3.15901
C -0.26064 1.82565 4.35308
C 0.45273 0.93829 5.14889
C 0.59986 -0.37934 4.73632
C 0.04510 -0.79401 3.53533
H -3.14679 0.18220 -1.57863
H -4.28491 0.38912 -0.22453
H -3.34691 -1.08960 -0.40378
H -0.34355 4.58198 0.19893
H -1.44531 6.58541 1.10134
H -3.74052 6.43658 2.03919
H -4.91292 4.25350 2.05622
H -3.80175 2.24816 1.13005
H -3.94346 2.38582 -1.60953
H -4.50640 3.31394 -3.79640
H -2.71276 3.99840 -5.36852
H -0.34016 3.72663 -4.69791
H 0.21377 2.70030 -2.51791
H -3.56077 0.46604 2.86322
H -5.52044 -0.53595 3.98075
H -5.91518 -2.98015 3.84018
H -4.34495 -4.40463 2.56636
H -2.39663 -3.38108 1.42644
H -1.38021 2.10947 2.56111
H -0.37502 2.86000 4.65558
H 0.90053 1.27461 6.07643
H 1.17196 -1.07887 5.33367
H 0.20745 -1.81268 3.19472
C 1.26287 -5.42881 -4.19279
C 0.90045 -5.61423 -2.74605
C 0.41886 -6.82558 -2.27029
C 0.06908 -6.99777 -0.93733
C 0.18998 -5.92585 -0.06619
C 0.66024 -4.70132 -0.51866
C 1.03155 -4.54249 -1.85239
N 1.53534 -3.32000 -2.35338
C 1.53752 -2.17684 -1.49378
N 2.53671 -2.26878 -0.58009
C 2.87230 -1.53099 0.60800
C 2.37079 -0.25465 0.89711
C 2.84698 0.26046 2.11697
C 3.74226 -0.38541 2.95631
C 4.20852 -1.64465 2.61017
C 3.76904 -2.23912 1.43674
C 4.26471 -3.62077 1.08248
N 0.71298 -1.22018 -1.61680
C -0.28194 -1.25889 -2.59761
C -1.42763 -2.04166 -2.47623
C -2.43043 -1.96553 -3.43406
C -2.29778 -1.10261 -4.51355
C -1.14531 -0.33438 -4.64198
C -0.12393 -0.40908 -3.70525
C 1.14690 0.39517 -3.79553
H 1.18750 -6.37158 -4.73356
H 2.28020 -5.04497 -4.29685
H 0.59720 -4.71187 -4.68435
H 0.31800 -7.65247 -2.96503
H -0.30006 -7.95337 -0.58851
H -0.09291 -6.03115 0.97381
H 0.73019 -3.86181 0.16245
H 1.10951 -3.08114 -3.24062
H 3.14251 -3.04415 -0.77851
H 2.46879 1.22580 2.44341
H 4.05931 0.07847 3.88534
H 4.90387 -2.17844 3.24997
H 4.90732 -4.00230 1.87617
H 4.85865 -3.62916 0.16055
H 3.44547 -4.33370 0.94766
H -1.52847 -2.68521 -1.60920
H -3.32344 -2.56933 -3.32432
H -3.08847 -1.02077 -5.24875
H -1.04155 0.34935 -5.47754
H 1.12117 1.08058 -4.64439
H 2.01929 -0.25555 -3.88565
H 1.26529 0.96702 -2.86773
C 4.58392 3.23625 3.07889
C 3.87338 4.31289 2.27119
S 2.50070 3.64561 1.27795
O 1.81233 4.87759 0.75247
C 3.54189 2.98477 -0.08255
C 3.57923 3.95201 -1.25243
H 5.40868 3.66985 3.64732
H 4.98808 2.44531 2.44561
H 3.89568 2.76278 3.77974
H 4.54228 4.85971 1.60180
H 3.38483 5.03956 2.92274
H 3.08640 2.03100 -0.35382
H 4.53562 2.78641 0.32145
H 2.56906 4.20991 -1.56823
H 4.10183 3.48644 -2.09028
H 4.08937 4.88218 -0.99779
```

Computed properties:
**Total charge**: -1
**DFT total energy**: -94682.18983 eV
**HOMO level**: -3.2 eV
**Frontier orbital gap**: 5.66 eV

> The lowest HOMO level belongs to which entry?

C51H53FN6O3SeSn

> The highest DFT total energy belongs to which entry?

C51H55N4OP2PdS

> Look up the frontier orbital gap of the first one.

7.80 eV

> frontier orbital gap of number 1 (C51H53FN6O3SeSn)?

7.80 eV